Record 1
{"formula": "C22H22F5OSi", "method": "ωB97M-V/def2-TZVPD", "lumo_energy_ev": -5.61, "homo_lumo_gap_ha": 0.213, "homo_ev": -11.40, "charge": 1, "relative_energy_ev": 0.482, "elements": ["C", "Si", "C", "C", "O", "C", "C", "C", "C", "F", "C", "F", "C", "F", "C", "F", "C", "F", "H", "H", "H", "H", "H", "H", "H", "H", "H", "H", "H", "C", "C", "C", "C", "C", "C", "C", "C", "C", "C", "C", "H", "H", "H", "H", "H", "H", "H", "H", "H", "H", "H"], "positions_angstrom": [[-2.6501, 4.1843, 1.3652], [-3.1093, 2.4113, 0.9408], [-3.3414, 1.3489, 2.4527], [-4.4849, 2.2367, -0.3312], [-1.7165, 1.8432, 0.1782], [-0.4637, 1.3671, -0.0479], [-0.2652, 0.2106, -0.7578], [0.6961, 2.1412, 0.4157], [1.6961, 1.5627, 1.2433], [1.4726, 0.3702, 1.8633], [2.8375, 2.2437, 1.6331], [3.6986, 1.6722, 2.5081], [3.0372, 3.5596, 1.1867], [4.0587, 4.2767, 1.6795], [2.0461, 4.1913, 0.4146], [2.2011, 5.4757, -0.0139], [0.8785, 3.5062, 0.0975], [-0.1231, 4.1668, -0.5704], [-3.3961, 4.6500, 2.0194], [-1.7009, 4.2121, 1.9125], [-2.5455, 4.8195, 0.4745], [-4.2003, 1.7285, 3.0268], [-3.5208, 0.2876, 2.2327], [-2.4646, 1.3946, 3.1107], [-5.4650, 2.4149, 0.1343], [-4.3886, 2.9655, -1.1496], [-4.5274, 1.2376, -0.7894], [0.7633, -0.0839, -0.9971], [-1.1361, -0.2673, -1.2101], [2.9629, -4.0118, -0.6165], [3.8819, -3.6116, 0.6136], [3.2139, -2.3901, 1.1489], [1.9941, -2.1945, 0.5146], [1.7800, -3.0869, -0.5361], [0.6068, -3.1646, -1.3592], [-0.6045, -2.4942, -1.0417], [-1.6743, -2.4485, -1.9373], [-1.5861, -3.0858, -3.1834], [-0.4408, -3.8599, -3.4750], [0.6272, -3.9124, -2.5788], [3.5310, -3.8718, -1.5486], [2.6533, -5.0655, -0.5146], [3.8499, -4.4269, 1.3572], [4.9326, -3.4887, 0.3208], [3.6407, -1.7847, 1.9482], [1.2709, -1.4422, 0.7673], [-0.6945, -1.9839, -0.0816], [-2.5705, -1.8743, -1.6826], [-2.3866, -2.9748, -3.9196], [-0.3936, -4.4404, -4.4073], [1.5195, -4.5141, -2.8106]]}

Record 2
{"formula": "C5H10N2O", "method": "ωB97M-V/def2-TZVPD", "lumo_energy_ev": 1.03, "homo_lumo_gap_ha": 0.364, "homo_ev": -8.87, "relative_energy_ev": 2.174, "elements": ["C", "C", "C", "C", "C", "H", "H", "H", "H", "H", "H", "H", "H", "H", "H", "N", "N", "O"], "positions_angstrom": [[-0.2852, -0.8981, -0.5707], [-0.2703, 0.6245, -0.8057], [1.1609, 0.8551, -0.2599], [1.0634, 0.1658, 1.1400], [1.0941, -1.0180, 0.1584], [-1.5584, -2.2480, 0.2862], [-1.8265, -0.7630, 0.8314], [-0.1679, -1.5329, -1.4879], [-0.3830, 0.8752, -1.8649], [-2.1727, 1.4679, -0.4244], [-0.9865, 2.2328, 0.3393], [1.6144, 1.8407, -0.4264], [1.9894, 0.2269, 1.7367], [0.1991, 0.4037, 1.7471], [1.5264, -1.9620, 0.3578], [-1.5772, -1.2945, -0.0005], [-1.3042, 1.2818, 0.0721], [1.8841, -0.2579, -0.8284]]}

Record 3
{"formula": "C24H13N11O4S2Zr", "method": "ωB97M-V/def2-TZVPD", "lumo_energy_ev": -1.66, "homo_lumo_gap_ha": 0.270, "homo_ev": -9.00, "relative_energy_ev": 0.016, "elements": ["Zr", "O", "C", "O", "C", "O", "O", "S", "C", "C", "C", "C", "C", "C", "N", "C", "C", "C", "C", "C", "C", "C", "C", "N", "C", "C", "C", "C", "C", "S", "C", "H", "H", "H", "H", "H", "H", "H", "H", "H", "H", "H", "H", "N", "C", "N", "N", "N", "N", "C", "N", "N", "N", "N", "H"], "positions_angstrom": [[-1.1910, 1.3758, 0.3817], [-0.8804, 1.5383, 4.4561], [-1.2166, 1.4424, 3.3170], [-0.4545, 1.6458, 2.2463], [-2.6610, 1.0230, 2.8902], [-3.5155, 0.7141, 3.6573], [-2.7824, 1.0288, 1.5503], [-2.0700, -5.5712, 2.0772], [-3.7058, -6.0383, 1.9276], [-4.4418, -5.0983, 1.2744], [-3.6662, -3.9782, 0.8801], [-2.3552, -4.0928, 1.2481], [-1.2772, -3.1418, 0.9723], [-1.5645, -1.7619, 0.9491], [-0.6647, -0.8459, 0.6540], [0.5965, -1.2370, 0.3510], [0.9890, -2.5733, 0.3827], [2.3492, -2.9104, 0.0684], [3.2451, -1.9568, -0.2552], [2.8594, -0.5745, -0.3100], [3.7492, 0.4643, -0.6186], [3.3102, 1.7692, -0.6607], [1.9479, 2.0093, -0.3988], [1.0966, 1.0514, -0.0893], [1.5384, -0.2271, -0.0235], [4.2129, 2.8811, -0.9703], [5.3231, 2.8502, -1.7681], [5.9823, 4.1027, -1.8394], [5.3592, 5.0588, -1.0968], [3.9719, 4.4512, -0.3120], [0.0129, -3.5313, 0.7000], [-4.0409, -6.9763, 2.3389], [-5.4977, -5.2016, 1.0747], [-4.0515, -3.1399, 0.3162], [-2.5620, -1.4086, 1.1770], [2.6403, -3.9526, 0.0984], [4.2709, -2.2160, -0.4838], [4.7918, 0.2355, -0.8032], [1.5414, 3.0119, -0.4479], [5.6435, 1.9696, -2.3069], [6.8734, 4.2855, -2.4209], [5.6429, 6.0905, -0.9698], [0.2770, -4.5824, 0.6944], [-3.0052, 2.3749, -2.4921], [-2.3251, 3.0511, -1.5023], [-2.8859, 3.7714, -0.5194], [-1.8847, 4.1140, 0.2786], [-0.7516, 3.6383, -0.1894], [-0.9995, 2.9497, -1.3380], [-2.8582, 0.9797, -2.4232], [-3.3784, 0.1220, -3.2578], [-3.0292, -1.0848, -2.7528], [-2.3436, -0.9510, -1.6811], [-2.2031, 0.3764, -1.4127], [-3.9615, 2.6750, -2.6181]]}

Record 4
{"formula": "C8H9NO3S", "method": "ωB97M-V/def2-TZVPD", "lumo_energy_ev": [-2.41, -1.90], "homo_lumo_gap_ha": [0.245, 0.275], "homo_ev": [-9.07, -9.39], "relative_energy_ev": 4.017, "elements": ["C", "C", "C", "C", "C", "C", "C", "C", "N", "O", "O", "O", "S", "H", "H", "H", "H", "H", "H", "H", "H", "H"], "positions_angstrom": [[2.5713, -1.8071, 0.3814], [1.1404, -2.1399, 0.5483], [2.9201, -0.6442, -0.1593], [0.3606, -1.2888, -0.0369], [-0.4014, 1.1194, -0.0436], [1.9735, 0.3916, -0.6600], [0.4627, -0.0372, -0.7055], [-2.6242, 1.8235, 0.5674], [-1.6854, 0.8307, 0.0971], [0.1384, 2.1697, 0.2307], [-3.1408, -0.7024, -1.3867], [-3.2048, -1.0346, 1.0614], [-2.4243, -0.8378, -0.1365], [3.2768, -2.5399, 0.7347], [0.8695, -3.0178, 1.1015], [3.9656, -0.3794, -0.2285], [2.0301, 1.2809, -0.0159], [2.2788, 0.7064, -1.6602], [0.0946, -0.1089, -1.7336], [-3.6262, 1.4670, 0.3373], [-2.5290, 1.9760, 1.6441], [-2.4464, 2.7728, 0.0628]]}

Record 5
{"formula": "C4H17N3O2", "method": "ωB97M-V/def2-TZVPD", "s2": 0.75, "lumo_energy_ev": [-3.35, -3.40], "homo_lumo_gap_ha": [0.123, 0.289], "spin_multiplicity": 2, "homo_ev": [-6.70, -11.27], "charge": 1, "relative_energy_ev": 0.000, "elements": ["C", "C", "C", "N", "C", "N", "N", "H", "H", "H", "H", "H", "H", "H", "H", "H", "H", "H", "H", "H", "H", "H", "O", "H", "H", "O"], "positions_angstrom": [[0.2558, -2.0928, 0.0328], [0.1033, -0.6467, -0.4825], [-1.4035, -0.3335, -0.5776], [-0.9880, 1.9302, -2.4187], [-1.4589, 2.0661, -1.1133], [-1.6757, 1.0405, -0.2232], [1.6546, -2.3249, 0.6188], [-0.5521, -2.3909, 0.6931], [0.2555, -2.8449, -0.7575], [0.5559, -0.1028, 0.3492], [0.6909, -0.4764, -1.3800], [-2.0570, -0.9111, 0.0649], [-1.7510, -0.4403, -1.6062], [-0.9353, 2.7956, -2.9231], [-0.5815, 1.1385, -2.8773], [-1.7503, 3.0594, -0.8179], [-1.7700, 1.1916, 0.7864], [1.5973, -3.1604, 1.2015], [2.0562, -1.6030, 1.2234], [2.2099, -2.6038, -0.1812], [3.4346, 0.7148, 0.2746], [4.0361, -0.2861, 1.1155], [3.1495, 0.0702, 0.9418], [-1.9338, 1.6313, 3.2548], [-1.5394, 2.7717, 2.4378], [-1.6028, 1.8076, 2.3640]]}

Record 6
{"formula": "C2H5IN2O2", "method": "ωB97M-V/def2-TZVPD", "lumo_energy_ev": -0.53, "homo_lumo_gap_ha": 0.335, "homo_ev": -9.66, "relative_energy_ev": 3.464, "elements": ["C", "C", "N", "N", "O", "O", "I", "H", "H", "H", "H", "H"], "positions_angstrom": [[0.8112, -0.2495, -1.3932], [-0.4136, -0.9094, -0.8176], [0.3960, 0.0576, 1.5825], [-0.5908, 0.2698, 0.9139], [-1.5067, 1.0837, 0.9887], [0.5396, 0.8036, 2.7345], [-2.2137, -0.2969, -1.8588], [0.7379, 0.7776, -1.7078], [1.2024, -0.7353, -2.2546], [1.6389, -0.2297, -0.5177], [-0.4371, -1.9845, -0.7160], [-0.1640, 1.4130, 3.0462]]}

Number 1: DFT total energy -1715.3024 hartree. Number 2: DFT total energy -381.2056 hartree. Number 3: DFT total energy -2669.2831 hartree. Number 4: DFT total energy -988.7509 hartree. Number 5: DFT total energy -477.0158 hartree. Number 6: DFT total energy -636.6773 hartree.